Record 1
DFT (the ωB97M-V functional and the def2-TZVPD basis) results for an isolated ion of composition C2H3N2O2 and charge +1 at a distorted geometry.

The structure (SMILES) is O=NCC=[N+]=O. As for the net charge: +1. As for the multiplicity: 1. As for the molecular weight: 87.06 Da.

Last column: Mulliken charge in e.
Atoms and positions in Å:
C  -0.793  0.176  -0.534  -0.08
C  0.671  0.359  -0.204  -0.15
N  -1.359  -0.760  -0.004  0.61
N  0.776  -0.315  1.055  -0.15
O  -1.933  -1.588  0.475  -0.20
O  1.954  -0.243  1.770  -0.18
H  -1.287  0.564  -1.365  0.45
H  1.188  0.250  -1.107  0.37
H  0.782  1.556  -0.084  0.34


Record 2
DFT (the ωB97M-V functional and the def2-TZVPD basis) results for a 2-piece molecular cluster, C4H12 overall.

The structure (SMILES) is CC.CC. As for the net charge: 0. As for the multiplicity: 1. As for the molecular weight: 60.14 Da.

Last column: Mulliken charge in e.
Atoms and positions in Å:
C  -2.541  -0.103  1.167  -0.80
C  -1.106  -0.284  1.630  -0.82
H  -3.119  -0.955  1.516  0.26
H  -2.981  0.787  1.609  0.27
H  -2.604  -0.014  0.089  0.27
H  -0.404  0.510  1.344  0.25
H  -0.663  -1.213  1.290  0.24
H  -1.072  -0.272  2.714  0.33
C  2.173  0.860  -1.414  -0.92
C  1.442  -0.476  -1.416  -0.46
H  2.668  1.000  -2.372  0.32
H  1.489  1.695  -1.287  0.28
H  2.914  0.890  -0.608  0.27
H  0.936  -0.649  -0.467  -0.04
H  2.157  -1.295  -1.565  0.29
H  0.713  -0.479  -2.230  0.26


Relative energy (zero: lowest compared OMol25 entry of this formula, charge and spin) values, unit eV, following the record order: 8.638, 0.053.
HOMO values, unit eV, following the record order: -15.47, -11.80.